No. 1
Molecular formula: C9H21Cl2LaO5P2
Method: DFT, wB97M-V/def2-TZVPD

CARTESIAN COORDINATES (ANGSTROEM)
C (0.59, -3.15, -1.70)
C (-0.21, -2.09, -1.17)
H (-0.02, -3.96, -2.14)
H (1.25, -3.53, -0.90)
H (1.26, -2.71, -2.46)
O (-1.26, -1.80, -0.71)
Cl (2.58, -0.92, -0.80)
La (0.73, 0.69, 0.32)
P (0.08, 0.75, -2.73)
C (-1.43, 1.38, -3.53)
C (1.20, 2.15, -3.15)
H (1.61, -0.79, -3.82)
H (0.61, 0.14, -4.99)
H (-0.10, -1.25, -4.12)
C (0.61, -0.41, -4.04)
H (2.18, 1.99, -2.68)
H (1.32, 2.20, -4.24)
H (-1.21, 1.61, -4.58)
H (-1.76, 2.29, -3.02)
H (0.78, 3.10, -2.78)
H (-2.22, 0.62, -3.49)
C (-1.87, 0.83, -0.51)
O (-3.02, 0.82, -0.59)
Cl (1.06, 3.25, 0.26)
C (1.36, -2.06, 2.86)
O (1.02, -0.69, 2.47)
P (1.01, 0.63, 3.58)
O (0.27, 0.06, 4.88)
C (-0.99, -0.65, 5.03)
O (-0.29, 1.24, 2.57)
C (-1.21, 2.28, 2.97)
H (2.40, -2.27, 2.59)
H (0.72, -2.74, 2.30)
H (1.20, -2.21, 3.93)
H (-1.59, -0.65, 4.10)
H (-0.76, -1.67, 5.35)
H (-1.53, -0.14, 5.83)
H (-1.96, 1.88, 3.68)
H (-0.69, 3.13, 3.42)
H (-1.70, 2.63, 2.05)

## Properties
Kohn-Sham gap (alpha / beta) = 6.5 / 6.5 eV
net charge = +2

Atom charges from the Löwdin analysis, given in e for atoms 1 to 8: -0.014 -0.133 0.152 0.133 0.087 0.221 -0.065 1.261

***

No. 2
Molecular formula: C9H21ClF3O4PSSi2
Method: DFT, wB97M-V/def2-TZVPD

CARTESIAN COORDINATES (ANGSTROEM)
O (-0.79, -1.31, -2.14)
C (-1.75, -0.88, -1.58)
Cl (-1.88, -1.03, 0.20)
C (-2.90, -0.22, -2.27)
Si (-2.39, 1.37, -3.17)
O (-2.86, 2.79, -2.41)
Si (-2.81, 2.91, -0.77)
C (-2.03, 4.57, -0.17)
F (-2.74, 5.19, 0.74)
F (-0.86, 4.27, 0.40)
F (-1.78, 5.43, -1.14)
P (-4.92, 2.66, -0.03)
O (-5.66, 1.54, -0.94)
O (-4.93, 1.99, 1.42)
S (-5.83, 4.35, -0.11)
H (-3.75, -0.12, -1.62)
H (-3.18, -0.91, -3.05)
H (-3.10, 1.35, -4.47)
H (-0.95, 1.37, -3.46)
H (-1.98, 1.83, -0.20)
H (-5.35, 1.58, -1.84)
H (-4.79, 1.04, 1.34)
C (5.66, -1.52, 1.93)
C (4.76, -1.51, 0.70)
C (3.40, -0.86, 0.94)
C (2.54, -1.54, 2.00)
C (2.23, -3.02, 1.72)
C (1.45, -3.23, 0.43)
H (5.22, -2.09, 2.75)
H (6.63, -1.98, 1.69)
H (5.85, -0.51, 2.28)
H (4.62, -2.54, 0.33)
H (5.26, -0.97, -0.11)
H (2.86, -0.81, 0.00)
H (3.56, 0.18, 1.25)
H (1.59, -1.00, 2.08)
H (3.02, -1.46, 2.98)
H (1.65, -3.41, 2.56)
H (3.16, -3.60, 1.69)
H (0.50, -2.70, 0.47)
H (1.23, -4.29, 0.29)
H (2.00, -2.89, -0.44)

## Properties
Kohn-Sham gap = 9.1 eV

Atom charges from the natural (NBO) analysis, given in e for atoms 1 to 8: -0.496 0.567 -0.080 -1.001 1.429 -1.218 1.194 0.669

***

No. 3
Molecular formula: C9H21ClIIrO2P2
Method: DFT, wB97M-V/def2-TZVPD

CARTESIAN COORDINATES (ANGSTROEM)
C (-0.19, -2.52, -0.68)
C (0.78, -1.48, -1.10)
H (0.32, -3.47, -0.65)
H (-1.08, -2.59, -1.31)
H (-0.61, -2.36, 0.34)
O (1.76, -1.57, -1.77)
I (3.21, 3.37, -1.07)
Ir (-0.22, 0.10, 0.52)
P (-0.13, 0.68, -2.01)
C (1.41, 1.11, -2.87)
C (-0.80, -0.57, -3.16)
H (-2.35, 1.59, -1.87)
H (-1.51, 2.08, -3.37)
H (-1.15, 2.88, -1.81)
C (-1.41, 1.94, -2.29)
H (-1.75, -0.95, -2.79)
H (-0.93, -0.11, -4.13)
H (1.21, 1.36, -3.91)
H (2.12, 0.29, -2.80)
H (-0.10, -1.40, -3.28)
H (1.92, 1.98, -2.41)
C (1.64, 0.03, 0.55)
O (2.80, -0.10, 0.51)
Cl (-2.46, 0.67, 0.47)
C (-1.61, -1.47, 2.92)
P (0.05, -0.81, 2.64)
C (0.30, 0.67, 3.64)
C (1.21, -2.20, 2.58)
H (-2.34, -0.73, 2.56)
H (-1.73, -1.66, 3.99)
H (-1.73, -2.40, 2.35)
H (0.33, 0.40, 4.69)
H (1.24, 1.14, 3.36)
H (-0.52, 1.37, 3.46)
H (1.31, -2.63, 3.57)
H (0.85, -2.97, 1.90)
H (2.19, -1.87, 2.24)

## Properties
Kohn-Sham gap (alpha / beta) = 6.9 / 4.9 eV
relative energy (zero: lowest compared OMol25 entry of this formula, charge and spin) = 0.0 kcal per mole
net charge = +3
2S+1 = 6
<S²> = 8.770

Atom charges from the natural (NBO) analysis, given in e for atoms 1 to 8: -0.787 0.448 0.307 0.309 0.240 -0.455 0.952 0.515

***

No. 4
Molecular formula: C9H21ClIO4PS
Method: DFT, wB97M-V/def2-TZVPD

CARTESIAN COORDINATES (ANGSTROEM)
O (1.94, 3.40, 2.73)
S (2.03, 2.08, 3.28)
O (0.82, 1.20, 2.62)
C (-0.43, 1.90, 2.45)
C (-1.63, 1.01, 2.80)
C (-1.36, -0.49, 2.87)
I (-0.59, -1.03, 4.79)
O (3.24, 1.39, 2.34)
P (4.03, -0.02, 2.73)
O (3.09, -1.06, 1.92)
Cl (3.48, -0.37, 4.69)
H (-0.49, 2.16, 1.40)
H (-0.47, 2.81, 3.04)
H (-1.99, 1.31, 3.78)
H (-2.44, 1.24, 2.11)
H (-2.31, -1.00, 2.76)
H (-0.64, -0.78, 2.11)
H (3.65, -1.50, 1.28)
C (-2.05, -1.63, -4.07)
C (-0.58, -1.65, -3.69)
C (-0.33, -1.74, -2.19)
C (-0.87, -0.57, -1.37)
C (-0.34, 0.81, -1.78)
C (1.17, 0.94, -1.60)
H (-2.57, -0.76, -3.66)
H (-2.18, -1.60, -5.15)
H (-2.56, -2.52, -3.70)
H (-0.08, -0.76, -4.10)
H (-0.10, -2.51, -4.17)
H (0.74, -1.85, -2.01)
H (-0.79, -2.66, -1.81)
H (-0.64, -0.74, -0.32)
H (-1.97, -0.55, -1.44)
H (-0.84, 1.56, -1.17)
H (-0.61, 1.03, -2.81)
H (1.46, 0.76, -0.56)
H (1.50, 1.95, -1.86)
H (1.72, 0.24, -2.23)

## Properties
Kohn-Sham gap = 9.7 eV

Atom charges from the natural (NBO) analysis, given in e for atoms 1 to 8: -0.917 1.792 -0.738 -0.079 -0.454 -0.503 0.072 -0.996

***

No. 5
Molecular formula: C9H21ClSi
Method: DFT, wB97M-V/def2-TZVPD

CARTESIAN COORDINATES (ANGSTROEM)
C (-2.62, 0.70, -0.68)
C (-1.53, -0.36, -0.81)
C (-1.85, -1.75, -0.28)
Si (0.20, 0.27, -0.26)
Cl (0.41, 2.01, -1.36)
C (0.40, 0.83, 1.58)
C (-0.39, 2.12, 1.67)
C (-0.01, -0.24, 2.57)
C (1.73, -0.75, -0.80)
C (2.94, 0.16, -0.76)
C (1.49, -1.29, -2.16)
H (-2.99, 0.76, 0.34)
H (-3.52, 0.47, -1.24)
H (-2.31, 1.68, -1.02)
H (-1.24, -0.40, -1.86)
H (-2.24, -1.73, 0.75)
H (-0.93, -2.40, -0.28)
H (-2.63, -2.21, -0.90)
H (1.47, 1.00, 1.66)
H (-0.24, 2.65, 2.63)
H (-1.44, 1.88, 1.60)
H (-0.16, 2.84, 0.86)
H (0.59, -1.15, 2.43)
H (-1.05, -0.54, 2.45)
H (0.06, 0.09, 3.61)
H (1.88, -1.60, -0.05)
H (3.84, -0.41, -0.95)
H (2.92, 0.97, -1.48)
H (2.94, 0.60, 0.22)
H (1.34, -0.42, -2.81)
H (0.60, -1.94, -2.18)
H (2.33, -1.85, -2.50)

## Properties
Kohn-Sham gap = 10.2 eV
structure (SMILES) = CC(C)[Si](Cl)(C(C)C)C(C)C
relative energy (zero: lowest compared OMol25 entry of this formula, charge and spin) = 0.0 kcal per mole

Atom charges from the natural (NBO) analysis, given in e for atoms 1 to 8: -0.608 -0.702 -0.608 1.750 -0.436 -0.693 -0.622 -0.604

***

No. 6
Molecular formula: C9H21FNO6
Method: DFT, wB97M-V/def2-TZVPD

CARTESIAN COORDINATES (ANGSTROEM)
C (4.26, -0.06, 1.53)
C (4.39, -1.56, 1.32)
C (4.67, -1.93, -0.13)
N (5.90, -2.81, -0.29)
F (4.90, -0.87, -0.91)
H (3.97, 0.10, 2.55)
H (5.18, 0.45, 1.32)
H (3.50, 0.36, 0.90)
H (5.16, -1.92, 1.99)
H (3.46, -2.03, 1.61)
H (3.83, -2.48, -0.54)
H (5.75, -3.46, -1.07)
H (6.10, -3.33, 0.56)
H (6.71, -2.23, -0.55)
C (-2.03, 1.97, -2.15)
O (-1.31, 0.81, -2.59)
C (-0.11, 0.67, -2.05)
O (0.42, 1.41, -1.25)
O (0.44, -0.45, -2.54)
C (1.75, -0.69, -2.05)
H (-2.99, 1.96, -2.66)
H (-2.20, 1.94, -1.08)
H (-1.50, 2.88, -2.42)
H (1.74, -0.80, -0.96)
H (2.43, 0.11, -2.34)
H (2.09, -1.62, -2.51)
C (-6.78, 2.54, 2.74)
O (-5.75, 2.39, 1.75)
C (-5.54, 1.13, 1.36)
O (-6.12, 0.15, 1.77)
O (-4.57, 1.14, 0.45)
C (-4.24, -0.15, -0.07)
H (-6.84, 3.60, 2.96)
H (-7.73, 2.19, 2.35)
H (-6.52, 1.99, 3.65)
H (-5.09, -0.60, -0.57)
H (-3.88, -0.80, 0.72)
H (-3.44, 0.00, -0.80)

## Properties
Kohn-Sham gap = 8.4 eV
net charge = +1

Atom charges from the natural (NBO) analysis, given in e for atoms 1 to 8: -0.598 -0.468 0.365 -0.701 -0.307 0.240 0.219 0.233